An isolated molecule of C4H10NOP. Source: the Open Molecules 2025 dataset; level of theory: the ωB97M-V functional and the def2-TZVPD basis.

total energy = -17134.8720 eV
Kohn-Sham gap (spin up / spin down) = 7.68 / 7.68 eV
HOMO energy (spin up / spin down) = -7.491 / -7.491 eV

Element x y z (Å)
C1 0.636 1.130 0.900
C2 1.935 -0.292 -0.773
C3 -2.189 -1.688 0.164
C4 1.230 1.047 -0.450
N1 -0.533 0.664 1.230
O1 -1.529 0.586 -1.336
P1 -2.094 0.276 0.012
H1 1.224 1.664 1.637
H2 2.216 -0.724 0.086
H3 2.830 -0.091 -1.447
H4 1.308 -0.889 -1.278
H5 -3.080 -1.759 -0.448
H6 -1.213 -2.024 -0.027
H7 -2.400 -1.931 1.137
H8 0.353 1.352 -1.004
H9 2.066 1.913 -0.612
H10 -0.760 0.765 2.207